Entry from OMol25: C33H36BaCl2N4O6PS2 as an isolated structure at a distorted geometry (ωB97M-V/def2-TZVPD).

XYZ file:
```
85
C33H36BaCl2N4O6PS2 ωB97M-V/def2-TZVPD
Ba -0.582 0.319 0.085
Cl -2.428 -1.792 2.171
C -2.742 -0.477 3.371
Cl -2.966 1.114 2.651
H -1.876 -0.438 4.026
H -3.653 -0.752 3.892
O 5.726 -3.834 -1.172
N 5.619 -2.809 -1.808
O 6.505 -2.264 -2.415
C 4.270 -2.175 -1.855
C 4.019 -1.442 -2.943
C 2.714 -0.857 -3.116
C 2.397 -0.078 -4.239
C 1.141 0.450 -4.365
C 0.215 0.182 -3.346
N 0.493 -0.539 -2.279
C 1.736 -1.058 -2.149
C 2.055 -1.828 -0.937
N 1.085 -1.938 0.008
C 1.363 -2.589 1.116
C 2.616 -3.158 1.380
C 3.595 -3.058 0.433
C 3.323 -2.394 -0.781
H 4.785 -1.309 -3.694
H 3.153 0.101 -4.993
H 0.861 1.059 -5.211
H -0.797 0.561 -3.415
H 0.566 -2.668 1.846
H 2.797 -3.656 2.319
H 4.570 -3.484 0.609
C 4.500 0.420 1.452
C 4.233 1.146 2.747
C 4.000 0.231 3.925
O 3.127 2.077 2.617
P 1.723 1.921 1.941
S 1.848 1.897 -0.059
S 0.693 0.414 2.760
O 1.027 3.299 2.276
C 1.117 4.092 3.501
C 2.392 4.901 3.491
C 0.922 3.259 4.746
H 5.410 -0.168 1.579
H 4.635 1.109 0.621
H 3.684 -0.262 1.194
H 5.065 1.819 2.968
H 3.105 -0.378 3.785
H 3.888 0.789 4.853
H 4.862 -0.428 4.029
H 0.266 4.767 3.388
H 3.257 4.307 3.784
H 2.291 5.730 4.193
H 2.574 5.317 2.502
H 1.692 2.495 4.848
H -0.047 2.764 4.753
H 0.986 3.920 5.611
C -4.577 -0.063 -4.183
O -4.474 -0.808 -2.978
C -3.397 -1.610 -2.826
C -2.419 -1.863 -3.783
C -1.404 -2.774 -3.511
C -1.338 -3.439 -2.294
C -2.316 -3.186 -1.343
C -3.321 -2.275 -1.611
N -4.378 -2.134 -0.667
C -5.068 -1.108 -0.223
C -4.933 0.281 -0.326
C -6.092 1.005 0.109
C -6.163 2.359 0.020
C -5.042 3.043 -0.515
C -3.905 2.396 -0.904
C -3.778 0.980 -0.767
O -2.647 0.417 -0.960
H -5.477 0.536 -4.089
H -4.667 -0.732 -5.041
H -3.710 0.590 -4.304
H -2.463 -1.373 -4.744
H -0.658 -2.964 -4.271
H -0.552 -4.148 -2.086
H -2.302 -3.697 -0.388
H -4.692 -3.024 -0.296
H -5.917 -1.446 0.365
H -6.931 0.444 0.499
H -7.040 2.896 0.342
H -5.083 4.121 -0.612
H -3.065 2.951 -1.301
```

ΔE to the lowest compared entry with this formula, charge and spin   0.0 kJ/mol
Orbital gap   0.2662 Eh
Energy   -4033.12504 a.u.
E_LUMO   -3.133 eV
Total charge   +1

Here are the Löwdin charges for atoms 1 to 2, given in e: 1.514 0.514

Entry from OMol25: a 8-piece molecular cluster, C29H61F4N9O8PS overall at a distorted geometry (ωB97M-V/def2-TZVPD).

XYZ file:
```
113
C29H61F4N9O8PS ωB97M-V/def2-TZVPD
C -3.999 6.465 -5.190
C -2.744 7.304 -4.693
P -1.294 6.086 -4.589
C 0.204 6.886 -5.378
C -0.975 5.785 -2.758
C 0.171 5.860 -1.916
S 1.842 6.326 -2.409
N -0.243 5.468 -0.608
C -1.535 5.189 -0.707
C -2.508 4.670 0.384
O -2.177 3.309 0.699
C -2.880 2.410 -0.043
F -2.713 2.542 -1.380
F -4.199 2.404 0.217
F -2.415 1.185 0.287
N -2.032 5.360 -1.943
F -3.269 5.171 -2.379
H -4.630 6.100 -4.356
H -3.628 5.598 -5.783
H -4.616 7.089 -5.876
H -2.939 7.776 -3.707
H -2.534 8.037 -5.500
H 0.096 6.833 -6.484
H 0.336 7.926 -5.018
H 1.069 6.237 -5.121
H 2.414 7.081 -1.421
H 0.317 5.386 0.235
H -2.292 5.262 1.305
H -3.574 4.847 0.143
C 2.227 2.301 -3.228
C 1.926 2.851 -4.599
O 1.476 3.982 -4.763
N 2.166 2.058 -5.667
C 2.691 0.705 -5.682
H 1.983 3.052 -2.480
H 1.623 1.412 -3.037
H 3.287 2.059 -3.143
H 1.940 2.494 -6.549
H 3.611 0.695 -6.268
H 1.960 0.053 -6.163
H 2.898 0.337 -4.682
C -3.545 -3.111 3.023
C -2.234 -3.750 2.645
O -1.908 -4.852 3.058
N -1.404 -3.058 1.818
C -1.612 -1.750 1.231
H -4.091 -3.781 3.683
H -3.369 -2.173 3.552
H -4.150 -2.934 2.132
H -0.547 -3.547 1.609
H -1.577 -1.845 0.143
H -0.802 -1.094 1.556
H -2.564 -1.320 1.525
C -4.746 3.413 -9.697
C -5.200 3.706 -8.291
O -5.667 4.790 -7.971
N -5.076 2.717 -7.367
C -4.550 1.378 -7.550
H -4.907 4.292 -10.315
H -3.680 3.174 -9.703
H -5.322 2.587 -10.116
H -5.399 2.983 -6.450
H -5.327 0.658 -7.284
H -3.699 1.241 -6.880
H -4.233 1.202 -8.573
C -1.042 -5.292 8.769
C -1.342 -4.812 7.374
O -1.772 -3.684 7.148
N -1.122 -5.671 6.345
C -0.624 -7.030 6.402
H -1.270 -4.496 9.475
H -1.662 -6.157 9.011
H 0.020 -5.551 8.862
H -1.347 -5.281 5.441
H 0.293 -7.091 5.812
H -1.371 -7.694 5.961
H -0.417 -7.345 7.420
C 3.317 -5.482 7.609
C 2.715 -6.658 8.335
O 1.555 -6.648 8.736
N 3.495 -7.744 8.536
C 4.881 -7.947 8.140
H 2.571 -4.694 7.525
H 4.171 -5.093 8.165
H 3.625 -5.776 6.604
H 3.024 -8.489 9.027
H 4.926 -8.821 7.486
H 5.471 -8.143 9.035
H 5.288 -7.086 7.621
C -2.728 6.136 -9.617
C -1.423 5.507 -10.031
O -1.095 4.389 -9.657
N -0.602 6.222 -10.844
C -0.811 7.550 -11.390
H -3.267 5.448 -8.974
H -2.544 7.057 -9.061
H -3.342 6.343 -10.496
H 0.251 5.738 -11.079
H -0.789 7.488 -12.479
H 0.003 8.197 -11.057
H -1.759 7.975 -11.073
C 6.250 -8.752 11.996
C 7.469 -8.499 11.144
O 7.387 -8.043 10.011
N 8.683 -8.794 11.673
C 8.985 -9.337 12.984
H 5.359 -8.469 11.440
H 6.178 -9.812 12.247
H 6.294 -8.153 12.906
H 9.450 -8.600 11.048
H 9.633 -8.634 13.512
H 9.518 -10.281 12.858
H 8.087 -9.507 13.570
```

Orbital gap   0.2351 Eh
Energy   -3375.08258 a.u.
E_LUMO   -3.021 eV
Total charge   +1

Here are the Löwdin charges for atoms 1 to 2, given in e: -0.180 -0.385

Entry from OMol25: a 10-piece molecular cluster, C56H141N9O19 overall at a distorted geometry (ωB97M-V/def2-TZVPD).

XYZ file:
```
225
C56H141N9O19 ωB97M-V/def2-TZVPD
C -3.082 12.189 -3.426
O -2.225 11.201 -2.997
C -1.013 11.048 -3.614
C -0.217 9.830 -3.053
N -0.968 8.651 -3.411
C -0.496 7.399 -2.854
C -0.641 7.234 -1.278
O -1.968 7.641 -0.906
C -2.236 7.411 0.480
H -3.285 12.029 -4.485
H -2.639 13.165 -3.229
H -4.065 12.234 -2.958
H -0.361 11.881 -3.351
H -1.071 10.985 -4.701
H -0.155 9.991 -1.976
H 0.750 9.937 -3.545
H -1.854 8.932 -3.017
H 0.521 7.218 -3.202
H -1.082 6.566 -3.245
H 0.148 7.791 -0.774
H -0.566 6.152 -1.166
H -3.269 7.651 0.736
H -1.658 8.160 1.021
H -1.987 6.435 0.898
C -6.844 -7.498 -2.715
O -6.384 -6.110 -2.828
C -7.350 -5.162 -2.421
C -6.844 -3.664 -2.482
N -6.817 -3.100 -3.813
C -6.055 -3.835 -4.803
C -6.005 -2.957 -6.060
O -5.238 -1.829 -5.890
C -5.183 -1.061 -7.093
H -7.217 -7.955 -1.798
H -6.012 -8.048 -3.155
H -7.664 -7.738 -3.391
H -7.516 -5.461 -1.386
H -8.337 -5.255 -2.874
H -5.937 -3.478 -1.907
H -7.571 -3.072 -1.927
H -6.419 -2.200 -3.584
H -6.603 -4.751 -5.025
H -5.074 -4.057 -4.384
H -6.955 -2.578 -6.438
H -5.534 -3.515 -6.870
H -6.178 -0.819 -7.467
H -4.709 -1.549 -7.944
H -4.522 -0.194 -7.102
C 5.437 -6.984 -4.530
O 5.995 -5.749 -4.950
C 5.614 -4.607 -4.108
C 6.317 -3.331 -4.713
N 7.793 -3.511 -4.967
C 8.561 -3.771 -3.777
C 10.026 -3.599 -4.015
O 10.470 -4.788 -4.662
C 11.873 -5.028 -4.642
H 4.455 -7.182 -4.961
H 5.417 -7.073 -3.444
H 6.071 -7.804 -4.868
H 5.933 -4.770 -3.078
H 4.526 -4.549 -4.084
H 6.108 -2.538 -3.995
H 5.806 -3.061 -5.637
H 7.849 -4.319 -5.572
H 8.309 -4.727 -3.318
H 8.248 -2.952 -3.128
H 10.529 -3.502 -3.053
H 10.269 -2.748 -4.651
H 12.159 -5.862 -5.282
H 12.222 -5.304 -3.647
H 12.450 -4.197 -5.047
C -8.049 1.845 6.094
O -6.996 1.894 5.155
C -6.992 0.857 4.196
C -5.700 0.891 3.313
N -4.540 0.918 4.116
C -4.090 -0.432 4.446
C -2.889 -0.492 5.387
O -3.250 -0.129 6.738
C -2.142 -0.115 7.668
H -8.115 2.688 6.781
H -8.032 0.924 6.676
H -9.033 1.766 5.632
H -7.849 0.967 3.532
H -7.134 -0.083 4.729
H -5.759 1.817 2.741
H -5.713 0.142 2.521
H -4.857 1.318 4.988
H -3.807 -0.966 3.539
H -4.887 -0.958 4.972
H -2.120 0.230 5.111
H -2.511 -1.512 5.310
H -1.507 -0.971 7.442
H -2.355 -0.190 8.735
H -1.689 0.866 7.521
C -10.545 2.700 -1.659
O -9.695 3.520 -0.892
C -10.435 4.682 -0.500
C -9.327 5.677 -0.286
N -8.842 6.184 -1.556
C -7.571 6.975 -1.544
C -7.210 7.578 -2.983
O -7.328 6.632 -4.024
C -7.066 7.144 -5.293
H -10.058 1.736 -1.802
H -10.907 3.065 -2.620
H -11.444 2.511 -1.072
H -11.039 4.432 0.373
H -11.089 5.142 -1.241
H -8.574 5.201 0.343
H -9.792 6.525 0.217
H -8.935 5.540 -2.329
H -6.759 6.313 -1.243
H -7.550 7.706 -0.735
H -6.190 7.909 -2.785
H -7.838 8.464 -3.080
H -7.819 7.848 -5.646
H -6.993 6.309 -5.990
H -6.088 7.626 -5.277
C 2.087 -11.770 -6.065
O 1.207 -12.241 -5.088
C -0.123 -12.446 -5.468
C -1.092 -12.505 -4.197
N -0.831 -11.419 -3.282
C -1.173 -10.084 -3.732
C -1.079 -9.158 -2.442
O 0.214 -8.660 -2.075
C 0.894 -9.534 -1.207
H 1.798 -10.775 -6.403
H 2.088 -12.389 -6.962
H 3.133 -11.742 -5.758
H -0.189 -13.319 -6.118
H -0.436 -11.558 -6.017
H -1.022 -13.467 -3.689
H -2.112 -12.376 -4.559
H 0.176 -11.504 -3.289
H -2.142 -10.024 -4.227
H -0.430 -9.740 -4.451
H -1.587 -9.557 -1.564
H -1.718 -8.288 -2.594
H 1.068 -10.516 -1.647
H 0.257 -9.827 -0.373
H 1.871 -9.259 -0.810
C 6.906 -2.034 5.437
O 6.806 -1.054 6.449
C 5.486 -0.851 6.917
C 5.427 -0.036 8.205
N 5.477 -0.824 9.388
C 6.821 -1.340 9.678
C 7.769 -0.263 10.225
O 7.682 -0.284 11.696
C 8.635 0.644 12.252
H 6.525 -2.985 5.807
H 7.911 -2.004 5.015
H 6.234 -1.725 4.636
H 5.052 -1.816 7.181
H 4.971 -0.436 6.051
H 4.434 0.412 8.168
H 6.056 0.855 8.185
H 5.160 -0.371 10.233
H 7.185 -1.988 8.881
H 6.766 -2.088 10.469
H 7.483 0.759 9.977
H 8.818 -0.377 9.953
H 8.261 0.671 13.275
H 8.639 1.626 11.778
H 9.649 0.246 12.204
C -5.351 1.288 -2.680
O -4.494 0.449 -2.029
C -3.263 1.124 -1.566
C -2.289 0.063 -1.074
N -1.942 -0.877 -2.137
C -1.506 -2.236 -1.776
C -0.250 -2.190 -0.854
O -0.470 -1.911 0.518
C 0.700 -1.555 1.294
H -6.184 0.798 -3.185
H -4.856 1.803 -3.504
H -5.687 2.129 -2.073
H -3.466 1.794 -0.731
H -2.811 1.644 -2.412
H -2.838 -0.450 -0.284
H -1.475 0.589 -0.575
H -2.751 -0.839 -2.740
H -1.190 -2.711 -2.705
H -2.269 -2.820 -1.260
H 0.415 -1.391 -1.182
H 0.280 -3.142 -0.865
H 1.469 -2.317 1.161
H 0.432 -1.473 2.348
H 1.142 -0.612 0.973
C 11.732 3.970 4.707
O 10.506 3.573 5.276
C 10.130 4.390 6.402
C 8.639 4.293 6.706
N 7.898 5.082 5.747
C 6.605 5.462 6.351
C 5.550 5.696 5.256
O 5.217 4.570 4.502
C 4.083 4.800 3.631
H 11.774 4.992 4.332
H 11.925 3.482 3.752
H 12.557 3.934 5.419
H 10.466 5.424 6.325
H 10.643 3.930 7.247
H 8.384 4.765 7.655
H 8.211 3.294 6.792
H 7.780 4.487 4.939
H 6.806 6.346 6.956
H 6.250 4.652 6.989
H 5.983 6.436 4.583
H 4.644 6.163 5.641
H 4.488 5.353 2.783
H 3.246 5.364 4.042
H 3.869 3.823 3.199
C 2.314 2.033 -3.395
C 2.280 1.307 -4.681
O 1.930 -0.041 -4.425
H 2.878 2.965 -3.396
H 2.760 1.409 -2.620
H 1.311 2.316 -3.078
H 3.175 1.559 -5.249
H 1.561 1.813 -5.325
H 1.103 0.037 -3.945
```

ΔE to the lowest compared entry with this formula, charge and spin   403.2 kJ/mol
Orbital gap   0.3102 Eh
Energy   -4139.92705 a.u.
E_LUMO   0.257 eV
SMILES   COCCNCCOC.COCCNCCOC.COCCNCCOC.COCCNCCOC.COCCNCCOC.COCCNCCOC.COCCNCCOC.COCCNCCOC.COCCNCCOC.CCO

Here are the Löwdin charges for atoms 1 to 2, given in e: -0.118 -0.184

Among the records above, which one has the highest orbital gap?
C56H141N9O19

Which of these has the lowest orbital gap?
C29H61F4N9O8PS

What is the E_LUMO in the second record?
-3.021 eV

The highest energy belongs to which entry?
C29H61F4N9O8PS